1.
12
Properties=species:S:1:pos:R:3:forces:R:3:lowdin_charge:R:1 method="wB97M-V/def2-TZVPD" fmax_ev_per_a=1.1 homo_energy_ev=-9.064 total_charge=0 e_above_lowest_kcal_mol=100.3
N 3.390076 -0.024270 0.015607 -1.11 -0.07 0.13 0.153
C 2.244986 -0.109009 0.154614 0.96 0.07 -0.11 -0.165
C 0.790946 -0.219893 0.320233 0.04 -0.01 0.10 -0.298
C -0.085239 1.031171 0.018638 -0.10 0.22 0.04 -0.152
C -0.771018 0.200830 -1.097520 0.45 -0.19 0.20 -0.048
N 0.070076 -0.790056 -0.808758 -0.23 -0.04 -0.24 -0.007
H 0.570590 -0.717000 1.271025 0.06 0.08 -0.13 0.146
H -0.744526 1.346125 0.831545 0.10 -0.05 -0.13 0.096
H 0.464298 1.896007 -0.362464 -0.07 -0.15 0.05 0.108
H -2.859054 -0.379473 0.118950 -0.07 -0.01 0.04 -0.007
H -3.213892 -0.519277 0.759152 0.01 0.00 0.00 0.036
H 0.142760 -1.715155 -1.221027 -0.03 0.16 0.04 0.139

2.
12
Properties=species:S:1:pos:R:3:forces:R:3:lowdin_charge:R:1 method="wB97M-V/def2-TZVPD" fmax_ev_per_a=0.4 homo_energy_ev=-8.857 total_charge=0 e_above_lowest_kcal_mol=76.1
H 1.609637 1.942087 -1.039620 0.34 0.04 -0.12 0.058
N 1.972117 1.035129 -0.730139 -0.34 -0.06 0.27 0.150
C 1.035042 0.500638 -0.079181 -0.08 0.10 -0.07 -0.329
C -0.318516 0.654706 0.455732 -0.15 0.27 0.08 -0.119
C -1.210031 -0.284699 -0.360299 -0.28 0.07 -0.12 -0.160
N -0.432853 -1.456832 0.116128 0.10 -0.23 -0.21 -0.006
C 0.556014 -0.599342 0.760886 0.29 -0.16 0.27 -0.179
H -0.658835 1.405313 1.159884 0.09 0.05 -0.22 0.130
H -1.163615 -0.099207 -1.442891 -0.06 -0.05 0.20 0.112
H -2.258430 -0.316750 -0.053632 0.14 -0.07 0.03 0.105
H -0.061594 -2.056667 -0.614328 0.00 0.06 0.04 0.102
H 1.025443 -0.880574 1.700187 -0.04 -0.04 -0.16 0.134

3.
12
Properties=species:S:1:pos:R:3:forces:R:3:lowdin_charge:R:1 method="wB97M-V/def2-TZVPD" fmax_ev_per_a=7.0 smiles="C#CC/C=N/N" homo_energy_ev=-9.305 total_charge=0 e_above_lowest_kcal_mol=114.7
C -2.882702 -0.836129 -0.082356 3.79 4.78 0.72 0.086
C -2.099340 0.193441 -0.070637 -3.25 -6.20 0.59 -0.126
C -0.809790 0.942586 -0.230131 -0.78 0.14 -1.14 -0.254
C 0.475247 0.378934 0.356991 1.89 -0.95 -0.06 -0.180
N 1.337294 -0.125654 -0.544136 -1.77 2.19 4.26 -0.077
N 2.652310 -0.316846 -0.045107 0.64 -3.79 -0.59 -0.081
H -3.496886 -1.728479 0.155038 0.57 1.38 -0.50 0.029
H -0.683561 0.816705 -1.325016 0.28 0.58 0.42 0.109
H -0.915688 2.036114 -0.007556 0.08 -0.97 -0.08 0.114
H 0.665343 0.525188 1.591101 -0.17 -0.55 -3.55 0.168
H 3.064836 -1.086597 -0.729535 -0.89 2.19 1.90 0.113
H 2.692934 -0.799262 0.931345 -0.41 1.20 -1.98 0.099

4.
13
Properties=species:S:1:pos:R:3:forces:R:3:lowdin_charge:R:1 method="wB97M-V/def2-TZVPD" fmax_ev_per_a=0.5 homo_energy_ev=-9.080 total_charge=0 e_above_lowest_kcal_mol=80.8
C -1.054223 1.199544 1.628512 0.01 0.09 0.26 -0.099
O -1.328581 0.710819 0.325289 0.06 -0.13 -0.20 -0.133
C -0.206883 0.233203 -0.317942 -0.09 0.02 -0.04 -0.460
C -0.291921 -0.102759 -1.796239 0.43 -0.02 0.32 0.061
N 0.607765 -1.086861 -1.822302 -0.18 0.02 -0.16 0.001
C 1.018031 -1.525512 -0.528642 -0.04 0.10 0.16 -0.168
N 0.515291 -0.832157 0.402506 0.23 -0.15 -0.33 0.129
H -0.703619 0.398673 2.289369 -0.06 0.12 -0.13 0.080
H -1.990526 1.609409 2.014499 0.15 -0.08 -0.10 0.089
H -0.293090 1.996978 1.612617 -0.15 -0.15 -0.10 0.091
H 0.563610 1.033167 -0.445355 -0.04 0.09 0.17 0.162
H 0.977190 -1.478839 -2.680368 -0.24 -0.04 0.17 0.127
H 1.681626 -2.377297 -0.410860 -0.06 0.13 -0.02 0.121

5.
13
Properties=species:S:1:pos:R:3:forces:R:3:lowdin_charge:R:1 method="wB97M-V/def2-TZVPD" fmax_ev_per_a=0.4 homo_energy_ev="-7.949 / -7.950" total_charge=0 e_above_lowest_kcal_mol=92.4
N -1.812927 0.476604 0.355448 0.16 -0.02 -0.18 0.096
C -0.481396 0.361445 0.424310 -0.04 -0.16 -0.02 -0.320
C 0.010289 -0.968314 0.214373 -0.07 0.10 -0.03 -0.431
O -0.750147 -1.933219 -0.063229 -0.11 0.29 -0.16 0.006
N 1.359464 -0.843334 -0.091974 -0.02 -0.10 0.03 0.092
C 1.730289 0.476656 0.042445 -0.04 0.08 -0.03 -0.107
C 0.635673 1.257079 0.268929 0.05 -0.02 0.03 -0.035
H -2.168042 -0.411535 -0.556431 0.00 0.21 0.17 0.081
H -2.084917 1.414768 0.050540 -0.01 -0.10 0.01 0.091
H -1.831816 -1.292731 -0.852691 0.32 -0.18 0.18 0.160
H 1.983513 -1.624856 -0.207538 -0.08 0.12 0.02 0.153
H 2.775173 0.757926 0.007650 -0.17 -0.04 0.01 0.116
H 0.634845 2.329513 0.408166 0.01 -0.17 -0.03 0.099

6.
13
Properties=species:S:1:pos:R:3:forces:R:3:lowdin_charge:R:1 method="wB97M-V/def2-TZVPD" fmax_ev_per_a=3.7 smiles=Nc1ccoc1N homo_energy_ev=-7.769 total_charge=0 e_above_lowest_kcal_mol=37.6
N -1.279691 1.400675 0.104285 -0.77 -0.27 -1.31 0.065
C -0.106146 0.598439 0.065535 -0.24 0.21 -0.13 -0.301
C 1.258899 0.993224 0.092821 0.45 2.21 0.42 -0.033
C 1.994385 -0.124971 0.044537 -0.63 -1.62 -0.43 -0.101
O 1.150963 -1.239000 0.008255 1.00 0.19 0.05 0.039
C -0.109133 -0.757478 0.023420 -0.48 1.67 0.03 -0.400
N -1.277227 -1.481449 0.030974 -1.17 -0.60 3.44 0.095
H -2.054081 0.772543 -0.213959 0.74 0.60 0.67 0.083
H -1.278909 2.140039 -0.625810 0.40 -0.55 0.82 0.090
H 1.639538 2.043223 0.204335 -0.38 -1.33 -0.33 0.129
H 3.021964 -0.367199 -0.146278 0.16 0.16 0.31 0.113
H -1.637125 -1.767376 1.037405 1.08 0.53 -2.92 0.158
H -1.323442 -2.210664 -0.625515 -0.15 -1.20 -0.61 0.063

7.
13
Properties=species:S:1:pos:R:3:forces:R:3:lowdin_charge:R:1 method="wB97M-V/def2-TZVPD" fmax_ev_per_a=1.2 smiles="OC1=CN1.CC#N" homo_energy_ev=-8.207 total_charge=0 e_above_lowest_kcal_mol=105.3
O 1.683620 -2.941357 0.166235 0.00 0.13 -0.14 0.121
C 1.281779 -1.693602 -0.028240 -0.03 0.31 -0.17 -0.449
C 1.167458 -0.583767 -0.648990 0.18 -0.20 -0.17 0.028
N 0.425852 -0.806892 0.716863 0.06 -0.04 0.34 0.053
H 2.196458 -3.219075 -0.606939 -0.06 -0.02 0.12 0.128
H 1.153554 0.167756 -1.416059 0.03 -0.14 0.11 0.066
H 0.989985 -0.362679 1.453039 -0.10 -0.09 -0.09 0.069
C -1.855277 1.365616 0.310457 -0.07 -0.04 0.07 -0.085
C -0.766633 2.000003 -0.429715 0.72 0.41 -0.51 -0.292
N 0.097726 2.487895 -1.024435 -0.88 -0.46 0.59 0.125
H -2.752426 1.988157 0.265927 0.13 -0.08 -0.02 0.080
H -1.562297 1.219209 1.352324 -0.02 0.06 -0.15 0.078
H -2.059799 0.378735 -0.110468 0.04 0.16 0.03 0.079

8.
13
Properties=species:S:1:pos:R:3:forces:R:3:lowdin_charge:R:1 method="wB97M-V/def2-TZVPD" fmax_ev_per_a=0.4 smiles=Nc1[nH]ccc1O homo_energy_ev=-7.530 total_charge=0 e_above_lowest_kcal_mol=25.2
N 1.905012 0.938923 0.041488 0.13 -0.33 -0.02 0.089
C 0.609167 0.366830 0.103188 -0.17 -0.07 -0.24 -0.313
N -0.423045 1.249697 -0.105618 0.06 0.06 0.02 0.045
C -1.613711 0.586304 -0.209964 0.00 -0.04 0.07 -0.139
C -1.361126 -0.754796 -0.057342 0.02 0.11 0.02 -0.041
C 0.049228 -0.893779 0.157690 0.00 0.37 -0.11 -0.289
O 0.757549 -2.063675 0.303290 -0.07 -0.04 0.02 0.028
H 2.158202 1.143712 -0.924222 -0.13 -0.03 0.19 0.085
H 2.628016 0.330250 0.397168 -0.11 -0.11 0.21 0.077
H -0.291761 2.224032 0.114100 -0.15 -0.04 -0.28 0.150
H -2.519299 1.126770 -0.444726 0.04 -0.17 0.21 0.105
H -2.095968 -1.550306 -0.135662 0.24 0.15 0.04 0.101
H 0.197738 -2.703958 0.760605 0.14 0.15 -0.12 0.101